{
  "formula": "C35H35BF6O2S",
  "method": "ωB97M-V/def2-TZVPD",
  "species": ["C", "C", "C", "C", "C", "B", "C", "C", "C", "C", "F", "F", "F", "C", "C", "C", "F", "F", "F", "C", "O", "C", "C", "C", "C", "C", "O", "S", "H", "H", "H", "H", "H", "H", "H", "H", "H", "H", "H", "H", "H", "H", "H", "H", "H", "H", "C", "C", "C", "C", "C", "C", "C", "C", "C", "C", "C", "C", "C", "C", "C", "C", "C", "H", "H", "H", "H", "H", "H", "H", "H", "H", "H", "H", "H", "H", "H", "H", "H", "H"],
  "xyz": [[0.28, -6.51, -0.31], [-0.37, -5.19, -0.33], [-1.46, -4.82, -1.12], [-1.88, -3.51, -0.84], [-1.21, -2.95, 0.25], [0.06, -0.16, -0.76], [-1.66, -1.86, 1.06], [-1.02, -1.54, 2.26], [-1.83, -1.36, 3.36], [-1.23, -1.37, 4.75], [-2.05, -1.97, 5.67], [-0.03, -2.01, 4.80], [-1.00, -0.10, 5.21], [-3.22, -1.23, 3.24], [-3.75, -1.17, 1.94], [-5.23, -0.99, 1.69], [-5.46, -0.04, 0.72], [-5.81, -2.15, 1.23], [-5.92, -0.60, 2.79], [-2.95, -1.36, 0.83], [1.03, -0.95, -0.22], [1.94, -1.38, -1.24], [1.30, -1.41, -2.68], [2.11, -0.47, -3.55], [1.35, -2.85, -3.14], [-0.19, -0.95, -2.89], [-0.84, -0.74, -1.64], [0.09, -3.95, 0.80], [-0.37, -7.21, -0.83], [1.24, -6.44, -0.82], [0.43, -6.82, 0.72], [-1.93, -5.47, -1.85], [-2.75, -2.99, -1.27], [0.07, -1.52, 2.29], [-3.88, -1.19, 4.11], [-3.29, -1.25, -0.19], [2.77, -0.64, -1.22], [2.34, -2.35, -0.91], [1.75, -0.49, -4.59], [1.99, 0.56, -3.17], [3.17, -0.72, -3.52], [0.96, -2.92, -4.17], [2.38, -3.21, -3.10], [0.73, -3.46, -2.47], [-0.26, 0.02, -3.40], [-0.78, -1.66, -3.47], [-4.03, 3.94, 3.27], [-3.08, 3.08, 2.50], [-3.54, 2.47, 1.33], [-2.68, 1.72, 0.56], [-1.34, 1.56, 0.93], [-0.41, 1.11, -0.14], [1.02, 1.58, -0.12], [1.50, 2.25, -1.18], [2.83, 2.80, -1.28], [3.39, 3.05, -2.55], [4.66, 3.57, -2.68], [5.40, 3.87, -1.53], [6.80, 4.39, -1.70], [4.88, 3.64, -0.26], [3.61, 3.08, -0.12], [-0.87, 2.17, 2.10], [-1.74, 2.91, 2.88], [-3.52, 4.38, 4.14], [-4.46, 4.74, 2.65], [-4.86, 3.33, 3.64], [-4.59, 2.61, 1.02], [-3.01, 1.28, -0.37], [-0.90, 1.53, -1.05], [1.63, 1.42, 0.78], [0.88, 2.35, -2.09], [2.78, 2.84, -3.44], [5.10, 3.74, -3.67], [7.14, 4.83, -0.77], [7.50, 3.60, -2.01], [6.80, 5.15, -2.49], [5.48, 3.90, 0.62], [3.19, 2.90, 0.87], [0.18, 2.08, 2.37], [-1.39, 3.43, 3.79]],
  "mulliken_charge": [-1.331, 0.820, -1.257, -0.179, 1.329, 0.195, 0.407, -0.721, 0.105, 0.638, -0.281, -0.270, -0.257, -0.795, -0.548, 0.929, -0.244, -0.284, -0.295, -0.992, -0.191, -1.707, 3.114, -1.983, -1.803, -1.626, 0.044, -0.232, 0.387, 0.281, 0.324, 0.340, 0.469, 0.471, 0.524, 0.728, 0.370, 0.305, 0.397, 0.235, 0.391, 0.400, 0.418, 0.391, 0.348, 0.288, -1.497, 1.146, -0.916, -0.707, 1.166, 0.674, -0.871, -0.256, 0.193, -0.541, -0.834, 1.218, -1.442, -0.915, -0.575, -0.137, -1.167, 0.363, 0.327, 0.303, 0.357, 0.309, 0.042, 0.512, 0.608, 0.334, 0.357, 0.358, 0.273, 0.370, 0.290, 0.400, 0.358, 0.247],
  "energy_ev": -68775.192,
  "de_lowest_kcal_mol": 30.6,
  "homo_ev": -7.636,
  "multiplicity": 1
}

---

{
  "formula": "C35H35BO6",
  "method": "ωB97M-V/def2-TZVPD",
  "species": ["C", "C", "C", "C", "C", "B", "C", "C", "C", "C", "C", "O", "C", "C", "C", "C", "C", "O", "C", "C", "C", "C", "C", "O", "O", "H", "H", "H", "H", "H", "H", "H", "H", "H", "H", "H", "H", "H", "H", "H", "H", "H", "H", "H", "H", "C", "O", "C", "C", "C", "C", "C", "C", "C", "C", "C", "O", "C", "C", "C", "C", "C", "H", "H", "H", "H", "H", "H", "H", "H", "H", "H", "H", "H", "H", "H", "H"],
  "xyz": [[-4.58, -4.27, 2.31], [-3.63, -3.18, 2.37], [-3.15, -2.39, 3.37], [-2.31, -1.40, 2.77], [-2.28, -1.65, 1.42], [-0.15, -0.76, 0.17], [0.31, -0.25, 1.57], [-0.07, 0.83, 2.36], [0.85, 0.90, 3.45], [1.75, -0.13, 3.27], [2.90, -0.60, 4.00], [1.42, -0.83, 2.14], [0.51, -2.20, 0.15], [0.05, -3.48, 0.35], [1.12, -4.39, 0.05], [2.19, -3.61, -0.31], [3.52, -3.86, -0.83], [1.83, -2.29, -0.22], [-1.79, -0.83, 0.25], [-2.53, -1.30, -0.95], [-3.59, -0.45, -1.18], [-3.49, 0.60, -0.26], [-4.47, 1.63, 0.03], [-2.37, 0.51, 0.47], [-3.13, -2.72, 1.18], [-4.91, -4.47, 3.33], [-5.45, -3.99, 1.70], [-4.15, -5.19, 1.89], [-3.36, -2.46, 4.43], [-1.80, -0.61, 3.29], [-0.90, 1.50, 2.19], [0.84, 1.63, 4.26], [3.55, 0.25, 4.26], [2.59, -1.07, 4.95], [3.47, -1.33, 3.42], [-0.93, -3.77, 0.70], [1.08, -5.47, 0.08], [3.77, -4.93, -0.72], [3.57, -3.62, -1.91], [4.27, -3.25, -0.31], [-2.30, -2.20, -1.50], [-4.38, -0.54, -1.93], [-4.92, 1.92, -0.93], [-5.28, 1.21, 0.66], [-4.04, 2.50, 0.53], [-1.61, 4.49, -5.50], [-1.97, 3.10, -5.28], [-1.55, 2.50, -4.13], [-1.67, 1.09, -4.06], [-1.05, 0.41, -3.03], [-0.47, 1.06, -1.93], [0.37, 0.18, -1.00], [1.72, 0.84, -0.66], [2.93, 0.31, -1.15], [4.14, 0.72, -0.63], [4.20, 1.80, 0.28], [5.41, 2.12, 0.81], [5.62, 3.44, 1.36], [3.00, 2.48, 0.61], [1.79, 1.97, 0.15], [-0.46, 2.46, -1.97], [-0.95, 3.18, -3.05], [-2.11, 4.75, -6.43], [-1.97, 5.13, -4.68], [-0.52, 4.59, -5.62], [-2.20, 0.57, -4.85], [-1.02, -0.67, -3.07], [0.64, -0.66, -1.65], [2.91, -0.45, -1.92], [5.07, 0.21, -0.91], [6.70, 3.47, 1.53], [5.33, 4.23, 0.65], [5.09, 3.57, 2.32], [3.02, 3.36, 1.25], [0.87, 2.45, 0.47], [-0.04, 3.04, -1.15], [-0.84, 4.27, -3.08]],
  "mulliken_charge": [-1.269, 0.465, -1.216, -0.150, -0.933, 0.850, 1.574, -1.424, -0.939, 0.440, -1.672, -0.745, 1.095, -1.253, -1.063, 0.254, -1.386, -0.445, 3.661, -1.309, -0.955, 0.585, -1.660, -0.366, -0.456, 0.358, 0.259, 0.282, 0.475, 0.661, 0.538, 0.398, 0.363, 0.319, 0.305, 0.506, 0.440, 0.391, 0.245, 0.254, 0.707, 0.536, 0.455, 0.303, 0.330, -0.795, -0.461, 0.830, -0.858, -0.564, 0.287, 0.997, -0.149, -0.387, -1.030, 0.761, -0.475, -0.810, -0.743, -0.341, -0.173, -0.863, 0.250, 0.287, 0.330, 0.441, 0.427, 0.409, 0.402, 0.414, 0.273, 0.320, 0.274, 0.317, 0.167, 0.349, 0.308],
  "energy_ev": -49819.881,
  "de_lowest_kcal_mol": 0.0,
  "homo_ev": -6.771,
  "multiplicity": 1
}

---

{
  "formula": "C35H35CaN12O6SSe",
  "method": "ωB97M-V/def2-TZVPD",
  "species": ["Ca", "C", "C", "O", "C", "C", "C", "N", "N", "C", "O", "C", "C", "C", "C", "C", "C", "H", "H", "H", "H", "H", "H", "H", "H", "H", "H", "H", "H", "N", "C", "N", "C", "N", "N", "C", "N", "C", "C", "C", "C", "C", "N", "H", "H", "H", "H", "H", "H", "H", "H", "Se", "N", "C", "C", "C", "C", "N", "C", "N", "H", "H", "H", "C", "C", "C", "C", "C", "C", "C", "S", "O", "O", "N", "C", "C", "C", "O", "O", "H", "H", "H", "H", "H", "H", "H", "H", "H", "H", "H", "H"],
  "xyz": [[-1.64, -0.13, 0.01], [-5.70, -1.65, -1.72], [-4.49, -0.81, -1.47], [-3.78, -1.00, -0.50], [-4.30, 0.37, -2.41], [-2.93, 0.66, -3.00], [-2.98, 1.38, -4.31], [-1.86, 0.33, -2.40], [-0.68, 0.66, -3.05], [0.38, 0.38, -2.31], [0.40, -0.12, -1.14], [1.68, 0.78, -2.93], [1.84, 0.88, -4.31], [3.06, 1.26, -4.85], [4.13, 1.56, -4.01], [3.98, 1.47, -2.64], [2.76, 1.07, -2.10], [-5.82, -2.38, -0.92], [-5.59, -2.16, -2.68], [-6.58, -1.00, -1.79], [-4.96, 0.20, -3.26], [-3.03, 0.67, -5.14], [-2.08, 1.98, -4.45], [-3.87, 2.01, -4.35], [1.00, 0.65, -4.95], [3.18, 1.33, -5.92], [5.08, 1.85, -4.44], [4.81, 1.69, -1.98], [2.62, 0.99, -1.04], [-0.58, -1.88, 3.06], [0.01, -0.69, 3.18], [0.68, -0.43, 4.32], [1.27, 0.75, 4.36], [1.97, 1.06, 5.48], [1.28, 1.66, 3.37], [0.55, 1.32, 2.32], [-0.12, 0.19, 2.16], [0.49, 2.31, 1.20], [1.46, 3.29, 1.06], [1.38, 4.14, -0.03], [0.32, 4.01, -0.91], [-0.62, 3.01, -0.67], [-0.52, 2.17, 0.35], [-0.40, -2.54, 3.79], [-0.89, -2.20, 2.13], [1.79, 0.50, 6.29], [2.21, 2.03, 5.61], [2.25, 3.37, 1.80], [2.13, 4.90, -0.18], [0.22, 4.64, -1.78], [-1.47, 2.87, -1.32], [-6.64, 1.99, -2.06], [-7.10, 1.58, -0.32], [-5.95, 1.58, 0.36], [-5.83, 1.41, 1.76], [-4.59, 1.48, 2.35], [-3.45, 1.66, 1.57], [-3.51, 1.73, 0.22], [-4.69, 1.69, -0.34], [-4.82, 1.62, -1.77], [-6.73, 1.23, 2.35], [-4.48, 1.39, 3.42], [-2.46, 1.75, 2.02], [4.66, 0.86, 3.24], [4.32, -0.34, 2.42], [4.91, -1.58, 2.69], [4.62, -2.69, 1.92], [3.74, -2.57, 0.86], [3.13, -1.36, 0.56], [3.43, -0.25, 1.35], [3.39, -3.99, -0.13], [2.97, -3.51, -1.42], [4.48, -4.92, -0.04], [2.16, -4.68, 0.70], [0.86, -4.00, 0.74], [-0.02, -4.17, -0.48], [-1.22, -3.21, -0.50], [-2.01, -3.29, -1.44], [-1.29, -2.37, 0.47], [5.71, 1.13, 3.12], [4.49, 0.67, 4.30], [4.05, 1.72, 2.96], [5.61, -1.66, 3.52], [5.08, -3.65, 2.12], [2.44, -1.26, -0.27], [2.96, 0.70, 1.13], [2.15, -5.68, 0.52], [1.05, -2.94, 0.91], [0.35, -4.36, 1.64], [-0.39, -5.19, -0.58], [0.56, -3.95, -1.38]],
  "mulliken_charge": [2.172, -1.623, 0.616, -0.478, -0.154, -0.241, -1.561, 0.672, -0.868, -0.463, 0.597, -0.517, -0.422, -0.613, -0.478, -1.061, 0.871, 0.395, 0.369, 0.344, 0.934, 0.260, 0.388, 0.423, 0.492, 0.385, 0.390, 0.425, 0.135, -0.181, 0.086, -0.834, 0.361, -0.367, -0.577, -0.201, 0.879, 0.156, -0.633, -0.736, -0.912, -0.205, 0.754, 0.276, 0.267, 0.255, 0.270, 0.470, 0.415, 0.460, 0.128, -0.014, -1.084, 0.997, -0.791, -0.710, -0.071, 0.108, -0.229, -0.380, 0.414, 0.407, 0.239, -1.586, 0.656, -0.817, -0.767, -0.060, -0.212, 0.009, 1.394, -0.640, -0.785, -0.282, -0.170, -0.332, 0.042, -0.716, -0.752, 0.481, 0.332, 0.089, 0.421, 0.466, 0.884, -0.132, 0.327, -0.230, 0.360, 0.370, 0.241],
  "energy_ev": -161657.661,
  "de_lowest_kcal_mol": 22.3,
  "homo_ev": -3.458,
  "total_charge": -1,
  "multiplicity": 1
}